45
Properties=species:S:1:pos:R:3 method="wB97M-V/def2-TZVPD" lumo_ev=-1.3 de_lowest_ev=2.8925 smiles="CC1=CC(=O)[C@]2(O)C(=O)C3=C(O)C(=O)C4=C(Oc5cc(C)cc(O)c5O4)[C@]3(C)[C@H]12"
O 0.131 3.687 -1.779
O 4.783 0.199 2.975
O 4.713 1.763 0.076
O 2.815 3.570 -0.918
O -4.594 2.009 -0.901
O -0.721 -0.815 -0.403
O -1.815 1.792 -0.947
O 4.548 -1.339 0.397
C 0.529 2.686 -1.193
C 3.779 0.011 2.351
C 3.746 1.031 0.138
C 2.482 0.099 2.941
C -0.443 1.615 -0.873
C 1.957 2.527 -0.906
C 1.534 -0.343 2.082
C 0.098 0.332 -0.554
C 2.433 1.338 -0.457
C -4.806 -0.348 -0.769
C -2.882 -1.760 -0.563
C -3.976 0.777 -0.826
C -2.053 -0.639 -0.551
C -2.573 0.671 -0.780
C -4.279 -1.649 -0.735
C 0.098 -0.335 2.534
C -5.165 -2.861 -0.871
C 1.940 -0.644 -1.897
C 3.642 -0.326 0.868
C 2.142 -0.733 0.718
C 1.606 0.093 -0.516
H 3.685 3.279 -0.624
H -3.933 2.736 -0.827
H 5.453 -1.101 0.690
H 2.318 0.491 3.950
H -5.900 -0.262 -0.822
H -2.434 -2.731 -0.409
H 0.104 -0.356 3.648
H -0.483 -1.225 2.264
H -0.394 0.595 2.206
H -5.885 -2.946 -0.057
H -5.711 -2.874 -1.824
H -4.517 -3.770 -0.759
H 1.526 -0.070 -2.771
H 1.472 -1.628 -1.864
H 3.050 -0.743 -2.020
H 1.978 -1.803 0.578

***

73
Properties=species:S:1:pos:R:3 method="wB97M-V/def2-TZVPD" s2=0.803 spin_multiplicity=2 lumo_ev="-0.9 / -1.1" de_lowest_ev=0.5908
Sn 0.988 -0.736 0.561
C -1.907 4.519 -0.342
N -1.403 3.256 -0.849
C -0.844 3.067 -2.083
C -0.396 1.777 -2.104
N -0.671 1.174 -0.913
C -1.265 2.079 -0.169
P -1.741 1.859 1.568
C -2.063 0.073 1.632
N -1.226 -0.910 1.350
C -1.871 -2.081 1.605
C -3.137 -1.803 2.025
N -3.249 -0.440 2.043
C -4.449 0.301 2.396
C -0.078 1.853 2.316
N 0.887 0.975 2.090
C 1.983 1.371 2.801
C 1.674 2.508 3.481
N 0.371 2.805 3.172
C -0.348 3.976 3.649
H -2.420 5.049 -1.141
H -2.617 4.332 0.461
H -1.093 5.139 0.033
H -0.795 3.860 -2.810
H 0.139 1.271 -2.891
H -1.397 -3.038 1.453
H -3.959 -2.444 2.295
H -5.212 -0.411 2.695
H -4.252 0.979 3.223
H -4.811 0.867 1.540
H 2.913 0.828 2.761
H 2.257 3.130 4.137
H -0.100 4.144 4.695
H -0.073 4.855 3.069
H -1.416 3.806 3.562
F 1.932 2.368 -0.195
As 3.410 1.876 -0.989
F 4.304 3.003 -0.044
F 3.614 0.658 0.257
F 4.834 1.310 -1.772
F 2.464 0.710 -1.911
F 3.137 3.048 -2.224
O -3.117 -0.656 -1.230
S -2.699 -1.710 -2.099
O -3.512 -2.879 -2.227
N -1.131 -2.200 -1.721
C -0.353 -2.038 -2.730
S 1.248 -2.738 -2.513
C -0.943 -1.400 -3.945
C -0.400 -1.134 -5.192
C -1.212 -0.535 -6.149
C -2.537 -0.221 -5.877
C -3.097 -0.520 -4.639
C -2.275 -1.104 -3.702
H 0.620 -1.387 -5.432
H -0.802 -0.316 -7.126
H -3.145 0.245 -6.640
H -4.136 -0.310 -4.423
Cl 3.909 -2.510 0.627
C 3.476 -3.201 2.147
C 4.311 -4.145 2.691
C 3.994 -4.727 3.917
C 2.828 -4.371 4.592
C 1.980 -3.443 4.043
Cl 0.539 -3.028 4.893
C 2.229 -2.767 2.775
N 1.377 -1.903 2.319
H 5.214 -4.427 2.166
H 4.659 -5.465 4.347
H 2.582 -4.826 5.542
Se 2.664 -1.472 -3.627
C 2.763 -2.561 -5.136
N 2.853 -3.214 -6.081

***

21
Properties=species:S:1:pos:R:3 method="wB97M-V/def2-TZVPD" lumo_ev=0.7 de_lowest_ev=3.7142 smiles="C=C(O)CN.CNC=O"
C 0.858 -0.285 -1.672
N 0.508 0.848 -2.500
C 1.334 0.981 1.195
O 2.525 0.789 1.323
H 1.323 1.438 -2.651
H -0.175 1.445 -2.040
H 0.880 1.915 0.830
H 1.794 -0.100 -1.139
H 1.096 -1.138 -2.313
C -0.753 0.349 2.350
N 0.361 -0.008 1.474
C -0.354 -0.871 -0.665
C -1.624 -0.414 -0.809
O -0.151 -2.245 -0.562
H -1.013 -2.685 -0.488
H 0.793 -0.905 1.679
H -0.377 0.676 3.321
H -1.400 -0.521 2.470
H -1.307 1.167 1.886
H -2.473 -1.083 -0.868
H -1.845 0.645 -0.822

***

58
Properties=species:S:1:pos:R:3 method="wB97M-V/def2-TZVPD" lumo_ev=-0.1 smiles="O=C1OCCO1.O=C1OCCO1.O=C1OCCO1.O=C1OCCO1.O=C1OCCO1.BrCCBr"
Br -13.681 14.136 7.099
C -13.511 13.050 5.476
C -12.878 13.860 4.348
Br -13.334 13.073 2.626
H -14.540 12.825 5.174
H -12.909 12.153 5.668
H -11.788 13.864 4.379
H -13.195 14.902 4.388
C -15.355 10.333 7.723
C -16.240 10.810 8.954
O -16.153 9.677 9.855
C -15.066 8.913 9.464
O -14.538 8.082 10.137
O -14.555 9.282 8.266
H -14.736 11.150 7.373
H -16.082 9.990 6.977
H -17.262 10.958 8.619
H -15.802 11.664 9.460
C -11.095 16.986 1.297
C -11.682 15.560 1.548
O -11.309 14.949 0.276
C -10.311 15.672 -0.377
O -9.740 15.355 -1.376
O -9.990 16.730 0.387
H -10.835 17.466 2.240
H -11.921 17.551 0.849
H -12.778 15.608 1.598
H -11.107 15.064 2.331
C -11.193 9.199 3.739
C -11.858 10.123 2.709
O -13.248 9.906 2.827
C -13.419 9.303 3.997
O -14.493 9.123 4.453
O -12.266 8.927 4.656
H -10.440 9.738 4.297
H -10.929 8.251 3.257
H -11.471 9.938 1.719
H -11.575 11.135 2.992
C -15.686 17.155 2.425
C -15.667 17.720 3.885
O -15.924 16.558 4.722
C -15.972 15.458 3.939
O -16.094 14.332 4.330
O -15.708 15.769 2.691
H -14.760 17.469 1.937
H -16.616 17.510 1.957
H -16.425 18.443 4.177
H -14.728 18.156 4.179
C -10.594 17.015 7.106
C -9.916 16.149 5.976
O -10.431 16.699 4.791
C -11.601 17.256 5.131
O -12.333 17.617 4.272
O -11.840 17.389 6.456
H -9.998 17.889 7.381
H -10.779 16.443 8.018
H -10.181 15.093 6.145
H -8.830 16.049 6.062

***

| no. | total energy (eV) |
| --- | --- |
| 1 | -38414.261 |
| 2 | -249153.048 |
| 3 | -12452.268 |
| 4 | -188814.791 |